C5H10NOS | wB97M-V/def2-TZVPD

The geometry in XYZ format:
```
18
Properties=species:S:1:pos:R:3
C 1.25 -1.25 1.78
C 0.05 -1.89 0.95
C -0.08 -1.80 -0.56
O 0.35 -2.71 -1.24
N -0.74 -0.74 -1.28
C -1.13 0.70 -0.81
C 0.16 1.42 -0.37
S -0.07 2.97 0.55
H 2.30 -1.70 1.92
H 1.07 -1.28 2.84
H 1.36 -0.13 1.57
H 0.08 -2.99 1.05
H -0.81 -1.45 1.50
H -0.36 -0.70 -2.19
H -1.93 0.60 -0.03
H -1.40 1.33 -1.70
H 1.02 1.78 -1.08
H 0.78 0.76 0.24
```

Computed properties:
* energy above the lowest of the compared OMol25 structures with the same formula, charge and spin: 42.0 kcal per mole
* SMILES: CCC(=O)NCC[S-]
* maximum force: 0.057 hartree/bohr
* charge: -1
* spin multiplicity: 1



CH3Cl2PS | wB97M-V/def2-TZVPD

The geometry in XYZ format:
```
8
Properties=species:S:1:pos:R:3
C 0.30 -0.19 0.32
P 3.09 0.44 0.02
S 1.80 -1.13 -0.05
Cl 4.94 -0.37 0.08
Cl -1.14 -3.25 -0.16
H -0.65 -0.80 0.14
H 0.39 0.60 -0.46
H 0.36 0.32 1.35
```

Computed properties:
* energy above the lowest of the compared OMol25 structures with the same formula, charge and spin: 90.1 kcal per mole
* maximum force: 0.040 hartree/bohr
* spin multiplicity: 1